ORCA calculation (wB97M-V/def2-TZVPD) on a 15-piece molecular cluster, H28O18S overall.

```
! wB97M-V def2-TZVPD RIJCOSX def2/J DEFGRID3
* xyz -2 1
S 0.030 0.104 -0.159
O -0.136 1.495 -0.080
O 0.399 -0.389 1.184
O -1.226 -0.627 -0.558
O -3.519 2.959 -0.102
O 0.527 -1.012 -3.470
O 2.041 2.567 0.334
O -2.223 -2.880 -1.893
O -1.467 2.152 -1.837
O 1.037 -0.401 -1.071
O -2.860 -2.090 1.186
O 2.963 -2.107 -0.878
O 0.461 -2.757 1.623
O -3.058 -0.038 -2.224
O 2.285 -1.693 3.832
O 2.984 0.136 1.359
O 0.221 0.896 3.288
O -1.676 1.785 1.925
O 3.353 0.929 -2.047
H 2.587 0.679 -1.356
H -2.620 -1.923 2.197
H 0.346 -1.747 1.337
H -3.373 2.195 0.416
H 1.716 3.385 0.484
H -2.601 0.604 -2.720
H 3.549 0.160 -2.440
H 0.429 -2.847 0.715
H -0.374 1.677 2.971
H -2.461 1.240 2.129
H -1.026 1.490 1.106
H -2.101 -2.311 -1.230
H 1.748 -1.977 3.305
H 1.994 -0.229 1.382
H -2.766 -2.377 -2.442
H -2.826 2.627 -0.647
H 1.323 -0.780 -4.039
H 2.359 -1.393 -0.910
H 1.856 -0.835 4.094
H 0.686 -0.821 -2.533
H -0.978 2.954 -2.038
H 1.275 2.006 -0.006
H 3.485 -2.077 -1.614
H -1.001 1.611 -1.107
H 0.293 0.375 2.410
H 2.754 1.035 1.186
H -2.191 -0.233 -1.670
H -2.201 -1.536 0.618
*
```

- largest force on an atom (Eh/bohr) = 0.2894
- relative energy (zero: lowest compared OMol25 entry of this formula, charge and spin) (eV) = 8.397
- HOMO energy (eV) = -4.26